The following is a DFT calculation (ωB97M-V with the def2-TZVPD basis set) of a cluster of 2 separate species, C8H12N5O in total.

Computed properties:
- Energy: -660.63857 hartree
- M: 194.2 g mol⁻¹
- 2S+1: 1
- Gap between HOMO and LUMO (spin up / spin down): 7.74 / 7.74 eV
- ΔE to the lowest compared entry with this formula, charge and spin: 102.0 kcal/mol
- Net charge: +1

Last column: natural (NBO) charge in e.
Cartesian coordinates (Å):
1 C 1.29677 2.02567 2.07032  -0.027
2 C 0.60025 2.27481 -0.53087  0.177
3 C -1.33374 1.84440 0.98792  0.620
4 C -0.68076 -1.01527 0.66900  -0.279
5 C 1.36773 -0.52035 -0.53268  -0.267
6 C -1.05445 -2.08737 -0.50508  -0.226
7 C 0.94947 -1.50283 -1.64761  -0.253
8 C -0.12422 1.35189 0.26065  0.217
9 N 2.06251 2.41131 2.84655  -0.442
10 N 1.24436 2.86315 -1.27767  -0.168
11 N 0.12122 0.00904 0.07647  -0.356
12 N -1.45229 3.13073 0.98433  -0.742
13 N 0.25925 -2.61078 -1.02744  -0.502
14 O -1.98490 1.06905 1.64738  -0.576
15 H -1.66759 -0.47172 0.94189  0.330
16 H -0.10509 -1.54352 1.50396  0.229
17 H 2.12404 -0.95238 0.25060  0.259
18 H 1.83314 0.43407 -0.88175  0.281
19 H -1.66215 -2.99550 -0.10901  0.251
20 H -1.49064 -1.73011 -1.37770  0.216
21 H 0.25255 -1.07165 -2.46407  0.253
22 H 1.82200 -1.88065 -2.17636  0.257
23 H -0.91625 3.83955 0.52018  0.431
24 H -2.10891 3.53311 1.61827  0.431
25 H 0.59240 -3.14607 -0.14807  0.459
26 H 0.05532 -3.25856 -1.69919  0.428

Cartesian forces, eV/Å:
-1.0731 -0.5393 -1.2941
0.7528 -0.1558 -0.8091
0.9053 -1.2625 0.7720
-2.5344 -1.1792 -0.9828
0.3589 2.0175 0.3243
0.4083 -1.2486 3.4306
1.5403 1.5778 -0.7389
2.3061 -2.3063 1.2630
-0.0028 -0.0610 0.0053
-0.1501 0.3043 -0.0919
0.4419 1.2775 -0.1093
-1.0318 2.6910 -0.0270
-1.0360 -0.2407 4.0760
-1.1704 0.0384 0.2938
1.7118 -1.6018 0.3686
-1.0363 0.7305 -0.8311
-1.6746 0.4986 -1.2036
0.2451 -1.3247 -0.4235
1.0388 1.7119 -0.4896
-1.3788 1.2477 -1.0458
1.0245 -0.4667 1.5982
0.1480 0.0148 0.0880
0.5875 -0.3606 -0.3734
-0.5854 -0.0291 0.4210
0.7202 1.2438 -1.9896
-0.5159 -2.5774 -2.2313

***

The following is a DFT calculation (ωB97M-V with the def2-TZVPD basis set) of a cluster of 10 separate species, C30H52O30 in total.

Computed properties:
- Energy: -3431.56150 hartree
- M: 892.7 g mol⁻¹
- 2S+1: 1
- Gap between HOMO and LUMO: 10.26 eV
- ΔE to the lowest compared entry with this formula, charge and spin: 8.4 kcal/mol
- SMILES: COC(=O)OC.COC(=O)OC.COC(=O)OC.COC(=O)OC.COC(=O)OC.COC(=O)OC.O=C1OCCO1.O=C1OCCO1.O=C1OCCO1.O=C1OCCO1

Last column: Löwdin charge in e.
Cartesian coordinates (Å):
1 C -0.31954 -4.64114 -3.16138  -0.048
2 O 0.90776 -3.98199 -3.33359  0.017
3 C 0.95470 -2.64747 -3.22642  -0.604
4 O 0.03612 -1.92050 -2.94944  0.129
5 O 2.19347 -2.28107 -3.40060  0.029
6 C 2.51194 -0.89374 -3.36750  -0.008
7 H -0.14452 -5.71399 -3.06117  0.098
8 H -0.97526 -4.64011 -4.03649  0.107
9 H -0.84550 -4.30567 -2.27190  0.071
10 H 1.98965 -0.30120 -4.11958  0.093
11 H 3.58597 -0.85997 -3.52320  0.102
12 H 2.23392 -0.47508 -2.39725  0.086
13 C 2.05894 1.74736 0.10507  -0.007
14 O 1.36801 0.54916 -0.17887  0.030
15 C 0.93313 -0.22266 0.77545  -0.592
16 O 1.13769 -0.17361 1.96569  0.111
17 O 0.11006 -1.08926 0.21962  0.023
18 C -0.61463 -2.05322 0.92428  -0.047
19 H 3.12061 1.61138 -0.12164  0.105
20 H 2.01932 2.16408 1.10611  0.074
21 H 1.75813 2.52781 -0.59180  0.070
22 H -0.73045 -2.97135 0.35286  0.068
23 H -1.65613 -1.73216 0.99456  0.082
24 H -0.22302 -2.31205 1.90866  0.097
25 C 6.90819 1.73257 0.80075  -0.042
26 O 6.16976 1.08924 1.81495  0.014
27 C 5.08095 1.66502 2.29685  -0.621
28 O 4.69056 2.78038 2.03079  0.107
29 O 4.49870 0.81901 3.12465  0.037
30 C 3.21107 1.14930 3.60429  -0.053
31 H 7.69847 1.06630 0.46345  0.096
32 H 7.35508 2.65950 1.16058  0.099
33 H 6.27162 1.91477 -0.06808  0.096
34 H 2.66690 0.26926 3.93226  0.065
35 H 2.64796 1.63885 2.82227  0.048
36 H 3.26687 1.76210 4.50923  0.104
37 C -3.39130 -6.75298 0.88030  -0.039
38 O -3.43979 -6.01819 -0.33667  0.014
39 C -3.06344 -4.74384 -0.29306  -0.616
40 O -2.61924 -4.19079 0.67502  0.114
41 O -3.19795 -4.27286 -1.51625  0.015
42 C -3.00028 -2.88285 -1.70505  -0.036
43 H -3.10563 -7.78863 0.69887  0.092
44 H -4.38183 -6.70854 1.32378  0.099
45 H -2.60885 -6.41868 1.56142  0.088
46 H -3.88649 -2.33109 -1.38890  0.067
47 H -2.90093 -2.70119 -2.77526  0.106
48 H -2.08389 -2.50435 -1.25436  0.070
49 C -4.44372 -0.44835 1.06857  -0.011
50 O -5.84672 -0.75634 1.16430  0.022
51 C -6.38454 -1.27665 0.07268  -0.612
52 O -5.83070 -1.61367 -0.93918  0.114
53 O -7.68628 -1.46095 0.32078  0.006
54 C -8.44088 -1.89878 -0.80953  -0.043
55 H -4.16911 -0.15860 2.07993  0.086
56 H -4.34288 0.48928 0.51976  0.099
57 H -3.82379 -1.24527 0.67269  0.073
58 H -8.05987 -2.88430 -1.08353  0.095
59 H -8.32192 -1.24863 -1.67323  0.098
60 H -9.49063 -2.02192 -0.56473  0.092
61 C 1.36421 -5.28011 2.35789  -0.046
62 O 2.66672 -4.73752 2.39407  0.026
63 C 3.02956 -3.83956 3.29378  -0.620
64 O 4.15548 -3.46528 3.40677  0.154
65 O 2.00499 -3.50720 4.08060  -0.023
66 C 2.22726 -2.62667 5.15759  -0.033
67 H 1.38603 -6.16416 1.72652  0.098
68 H 0.62034 -4.57079 1.99302  0.078
69 H 1.00023 -5.60353 3.33523  0.097
70 H 2.16672 -1.59203 4.80217  0.074
71 H 3.19721 -2.80503 5.61646  0.103
72 H 1.40943 -2.66081 5.87549  0.095
73 O -2.17658 2.35717 0.68455  0.161
74 C -1.71424 2.25307 1.78150  -0.564
75 O -2.04118 1.21411 2.60529  0.034
76 C -1.19697 1.21139 3.76469  -0.085
77 C -0.52314 2.59521 3.68556  -0.092
78 O -0.88328 3.06043 2.39912  0.077
79 H -1.82955 1.14334 4.64599  0.130
80 H -0.49585 0.38837 3.63716  0.110
81 H 0.56487 2.59733 3.76598  0.119
82 H -0.82629 3.23128 4.51977  0.128
83 O -1.13113 1.82722 -5.92858  0.155
84 C -1.20184 1.79025 -4.73826  -0.570
85 O -2.24819 2.18263 -3.99133  0.074
86 C -2.09506 1.67921 -2.66750  -0.106
87 C -0.64865 1.26301 -2.57305  -0.089
88 O -0.24052 1.21965 -3.96559  0.035
89 H -2.25261 2.45593 -1.91708  0.113
90 H -2.85327 0.90615 -2.52818  0.133
91 H -0.36856 0.31869 -2.11731  0.102
92 H -0.05247 2.08664 -2.17432  0.095
93 O 2.91498 1.93238 -6.02551  0.172
94 C 2.70934 2.76290 -5.20348  -0.573
95 O 2.29076 3.99613 -5.55684  0.073
96 C 1.95947 4.74438 -4.41387  -0.120
97 C 2.34756 3.83940 -3.25486  -0.127
98 O 2.84662 2.65501 -3.86707  0.068
99 H 2.52473 5.67853 -4.42208  0.131
100 H 0.88375 4.92407 -4.36076  0.135
101 H 1.47940 3.78275 -2.59103  0.086
102 H 3.13164 4.24616 -2.61034  0.131
103 O 0.00824 4.16709 -0.97745  0.140
104 C 0.33819 4.99228 -0.18387  -0.548
105 O 1.08443 4.75537 0.89811  0.058
106 C 1.54130 5.96109 1.43965  -0.132
107 C 0.55308 6.96778 0.89536  -0.105
108 O 0.12583 6.32973 -0.32217  0.074
109 H 1.62462 6.10456 2.51770  0.138
110 H 2.54783 6.12112 1.03180  0.140
111 H 0.99539 7.93649 0.68100  0.135
112 H -0.27673 7.08267 1.59587  0.134

Cartesian forces, eV/Å:
-0.8947 -0.8893 0.0693
0.5103 -0.0872 -0.3735
-0.6275 -0.1465 0.5198
-0.4302 -0.0493 -0.0739
0.9059 -0.2920 -0.5497
-0.1944 0.5653 0.3615
0.6058 0.1528 0.3203
0.0643 0.8403 -0.0267
-0.0321 0.1803 -0.1164
-0.0013 -0.3241 -0.1865
-0.0575 0.1363 0.0137
0.1624 -0.0754 0.0211
1.6371 0.8748 -0.4763
0.1404 0.6887 -0.5216
-1.3014 -0.8961 1.1158
0.4384 0.5283 0.1522
0.3359 -0.1245 -1.4902
-1.0316 -0.6947 0.6941
0.0058 -0.3120 0.1808
-0.5919 -0.4665 0.1295
-0.5661 -0.3061 0.0393
0.7061 0.1476 -0.2636
0.1477 0.3059 0.3939
0.1668 0.3528 -0.0274
0.0224 0.5382 -0.6529
0.1816 -0.9235 0.4015
-0.0714 0.8869 -0.2687
0.0138 -0.2165 -0.1054
0.1019 -0.9371 0.2796
-0.4422 0.5898 0.7344
-0.0636 -0.2001 0.3732
-0.1472 0.0415 -0.0450
-0.0190 0.2531 0.1323
0.4190 -0.3826 -0.5090
-0.1075 0.1088 0.1749
0.2775 0.3756 -0.2581
0.3020 -0.3243 0.4393
0.0780 -0.6406 -0.0756
0.1920 -0.6785 -0.2610
-0.0674 0.5742 0.3589
-0.1206 -0.1303 -0.1721
-0.0606 1.1761 -0.5625
-0.3858 0.0169 -0.6131
0.0822 -0.0485 0.3091
-0.2859 0.5880 -0.0160
0.2250 -0.1087 0.2427
0.0358 -0.3496 0.0108
-0.1137 -0.1888 0.1677
-0.2820 1.2302 0.5977
0.4294 -0.1821 -0.2360
-0.6659 -0.6232 0.4598
0.2543 0.3498 -0.1986
-0.4683 0.5908 -0.0623
0.4201 -1.0089 -0.4544
0.1634 -0.4682 0.0580
0.1822 -0.2840 -0.4607
-0.2151 -0.1329 -0.0319
-0.0810 0.0199 -0.2125
0.0355 0.1990 0.1333
0.0722 0.3665 0.4686
-1.0287 -0.2685 0.3912
0.2950 -0.3194 -0.6870
0.0623 -0.3127 0.5725
0.3161 0.4326 0.0108
-1.0453 -0.2318 0.1042
0.2242 1.2604 0.0759
0.2162 0.1765 -0.2128
0.1947 0.0756 -0.2197
0.3259 0.0696 0.1173
0.4255 -0.1290 -0.1776
-0.0666 -0.0013 0.0638
0.0151 -0.7952 -0.0702
0.4331 0.3826 0.3424
-1.3474 -1.6043 -0.0816
0.0860 0.0485 -0.1504
0.0801 0.3754 -0.4000
0.5520 -0.6139 0.7686
0.7259 1.5865 0.0055
0.0976 -0.3108 0.0041
-0.0153 -0.0020 0.3230
0.0180 -0.4010 -0.3300
-0.5903 0.3898 -0.5191
-0.1524 0.5661 0.2678
0.5126 -1.1701 -0.3130
0.1291 0.3579 -0.0913
-0.5423 0.0751 0.9936
1.1112 0.5264 -0.9780
-0.4332 0.0312 -0.1396
-0.3322 0.1038 -0.3004
0.2695 -0.2050 0.0399
-0.3813 -0.0380 0.0547
-0.1673 -0.2441 0.4915
0.4101 -0.4768 0.5660
-0.3173 0.0540 -1.1127
-0.1049 0.0625 -0.0724
0.0426 0.4372 0.3705
0.3499 0.9475 0.9260
-0.5656 -0.2295 0.3031
-0.2162 0.0077 -0.0597
0.1026 0.2049 -0.3773
0.0898 -1.1747 -0.2875
0.2243 0.0260 -0.2939
-0.2096 0.1571 0.2257
0.2088 0.6800 -0.7193
-0.2593 -1.2344 0.8924
1.1971 1.7884 -0.3443
0.0482 -0.0886 -0.0921
-0.2833 -0.1741 0.3599
-0.2993 -1.0856 0.0827
-0.0976 0.1007 0.0786
-0.0742 -0.0230 -0.1512
-0.2227 0.0237 -0.3022

***

The following is a DFT calculation (ωB97M-V with the def2-TZVPD basis set) of an isolated molecule of C5H6O2.

Computed properties:
- Energy: -344.45101 hartree
- M: 98.1 g mol⁻¹
- 2S+1: 1
- Gap between HOMO and LUMO: 9.46 eV
- ΔE to the lowest compared entry with this formula, charge and spin: 94.7 kcal/mol
- SMILES: C[C@@]12O[C@]1(C)C2=O

Last column: natural (NBO) charge in e.
Cartesian coordinates (Å):
1 C -0.26111 -1.71322 -0.00844  -0.678
2 C -1.09263 -0.78794 0.73818  0.195
3 O -0.67911 0.00820 1.79642  -0.441
4 C -1.12474 0.83381 0.75508  0.245
5 C -0.17947 1.77795 0.09943  -0.672
6 C -2.15574 -0.11371 0.08362  0.471
7 O -2.75563 0.00659 -0.93645  -0.567
8 H 0.77830 -1.64136 0.32029  0.236
9 H -0.28222 -1.63156 -1.12939  0.248
10 H -0.66885 -2.67312 0.38557  0.250
11 H 0.27714 2.60893 0.61290  0.247
12 H -0.61051 2.10489 -0.81554  0.240
13 H 0.58316 1.03912 -0.02120  0.224

Cartesian forces, eV/Å:
1.0067 -1.5629 0.2499
-0.2070 0.5012 -1.7538
-0.4407 -0.1284 0.6656
-1.9167 0.1289 -0.0343
-0.1229 -1.3959 0.4058
1.6059 3.1483 2.2404
-0.9192 -0.8459 -0.7986
-0.0378 -0.1079 -0.0263
-0.4979 -0.0654 1.1634
0.6815 0.0023 -0.9671
-0.4644 0.1298 0.7400
-0.1595 0.1812 -0.8970
1.4722 0.0147 -0.9881

***

The following is a DFT calculation (ωB97M-V with the def2-TZVPD basis set) of the ion C5H12NO with charge +1.

Computed properties:
- Energy: -327.28110 hartree
- M: 102.2 g mol⁻¹
- 2S+1: 1
- Gap between HOMO and LUMO (spin up / spin down): 7.56 / 8.25 eV
- ΔE to the lowest compared entry with this formula, charge and spin: 112.0 kcal/mol
- Net charge: +1

Last column: natural (NBO) charge in e.
Cartesian coordinates (Å):
1 C 0.72994 0.28801 -0.25523  0.157
2 C -1.44691 -0.32257 0.03556  0.316
3 C -2.65018 -1.14990 -0.22525  -0.704
4 C 3.08665 -0.11073 0.62320  -0.613
5 C 2.05604 -0.27394 -0.57866  -0.489
6 N -1.96739 1.13158 0.34356  -0.733
7 O -0.23756 -0.53630 -0.35914  -0.303
8 H 0.77973 1.37502 -0.00056  0.180
9 H -3.30206 -0.58419 -0.95527  0.211
10 H -3.27972 -1.37245 0.62852  0.247
11 H -2.38372 -1.99066 -0.94346  0.281
12 H 3.21539 0.85681 0.93457  0.207
13 H 4.08441 -0.64255 0.41731  0.239
14 H 2.84533 -0.53048 1.56955  0.221
15 H 2.03093 -1.26890 -0.85372  0.235
16 H 2.33454 0.08587 -1.54999  0.239
17 H -2.08832 1.73774 -0.50784  0.427
18 H -1.46587 1.73610 0.97431  0.436
19 H -2.88868 1.04934 0.74239  0.448

Cartesian forces, eV/Å:
3.4051 0.8726 -0.5411
-3.1196 0.8509 1.7787
0.1772 -0.0524 -3.3981
1.0617 -2.4982 -2.1226
0.9646 1.0406 1.7134
1.0680 -0.0395 -1.7956
-1.3487 0.7237 0.4999
-1.3310 -0.9942 0.0520
0.1969 -0.2159 0.6788
0.2883 -0.5415 0.1808
-0.2725 0.4074 1.6422
0.7912 2.8023 -0.0458
-1.3544 1.2126 -0.1569
-1.2666 -1.1435 0.5005
-0.6988 -2.5135 0.0851
1.0387 1.2362 -0.2520
0.0938 -0.6709 0.3602
0.8256 -0.0764 0.6451
-0.5196 -0.4003 0.1756